No. 1
C35H40N9ORbS4 | ωB97M-V/def2-TZVPD

Output
HOMO energy ... -1.265 eV
Gap between HOMO and LUMO ... 4.85 eV
Charge ... -2

```
90
C35H40N9ORbS4, DFT ωB97M-V/def2-TZVPD
Rb 0.047 1.089 0.187
C 1.668 -3.032 -6.078
C 2.060 -2.471 -4.739
C 3.207 -1.698 -4.575
C 3.514 -1.128 -3.364
C 2.685 -1.263 -2.222
N 2.886 -0.548 -1.111
C 4.075 -0.375 -0.546
C 5.070 -1.391 -0.582
C 6.245 -1.307 0.119
C 6.539 -0.195 0.905
C 7.811 -0.109 1.702
C 5.612 0.839 0.919
C 4.428 0.780 0.206
N 3.655 1.971 0.185
C 4.063 3.106 -0.413
C 3.137 4.080 -0.115
C 2.197 3.421 0.686
N 2.535 2.158 0.864
C 1.586 -2.154 -2.382
C 1.279 -2.703 -3.615
N 0.838 -2.595 -1.274
C 0.543 -3.892 -1.026
C -0.151 -3.930 0.163
C -0.222 -2.588 0.563
N 0.379 -1.806 -0.315
H 2.341 -2.677 -6.856
H 0.653 -2.728 -6.338
H 1.696 -4.124 -6.074
H 3.866 -1.537 -5.422
H 4.403 -0.517 -3.263
H 4.854 -2.273 -1.171
H 6.963 -2.120 0.058
H 8.352 -1.052 1.650
H 7.601 0.108 2.751
H 8.462 0.682 1.321
H 5.816 1.735 1.496
H 4.968 3.141 -0.991
H 3.145 5.108 -0.425
H 1.312 3.821 1.144
H 0.406 -3.340 -3.697
H 0.860 -4.684 -1.678
H -0.546 -4.792 0.668
H -0.679 -2.181 1.445
N 1.594 1.588 5.125
C 0.313 1.377 4.582
S -0.598 0.112 5.251
N -0.057 2.261 3.727
N -1.002 2.231 2.820
C -1.929 3.124 2.813
C -2.767 3.339 1.667
C -3.851 4.175 1.760
C -4.672 4.441 0.616
C -4.391 3.869 -0.565
C -3.239 2.966 -0.700
N -2.425 2.689 0.502
H 1.965 0.727 5.503
H 2.215 2.035 4.461
H -2.089 3.798 3.666
H -4.133 4.598 2.715
H -5.538 5.088 0.732
H -5.012 4.016 -1.444
H -3.455 2.057 -1.272
C -5.149 -3.704 1.824
C -4.470 -2.854 2.889
S -3.191 -1.715 2.265
C -4.154 -0.342 1.568
C -4.591 -0.540 0.126
S -3.166 -0.974 -0.930
C -3.488 -2.672 -1.600
C -4.490 -3.614 -0.959
S -3.989 -4.429 0.605
H -5.884 -3.123 1.269
H -5.657 -4.552 2.291
H -3.920 -3.486 3.585
H -5.218 -2.283 3.443
H -3.462 0.501 1.623
H -5.009 -0.148 2.218
H -4.976 0.405 -0.261
H -5.360 -1.300 0.015
H -2.499 -3.129 -1.605
H -3.804 -2.514 -2.636
H -4.652 -4.438 -1.659
H -5.453 -3.136 -0.788
C -1.513 4.883 -0.506
C -1.784 3.383 -0.720
O -0.911 2.721 -1.382
H -0.474 5.070 -0.774
H -1.672 5.186 0.528
H -2.153 5.491 -1.147
```

No. 2
C35H41AuN2O8PSTe | ωB97M-V/def2-TZVPD

Output
Spin multiplicity ... 2
<S²> ... 0.76
HOMO energy (spin up / spin down) ... -7.179 / -8.591 eV
Gap between HOMO and LUMO (spin up / spin down) ... 7.79 / 7.99 eV

```
90
C35H41AuN2O8PSTe, DFT ωB97M-V/def2-TZVPD
Au -1.202 0.945 0.631
C 6.487 4.209 3.570
C 5.465 3.249 3.026
C 4.995 2.193 3.806
C 4.035 1.322 3.324
C 3.534 1.502 2.043
C 3.987 2.542 1.248
C 4.951 3.408 1.744
S 2.340 0.368 1.385
O 2.985 -0.907 1.161
O 1.771 1.022 0.222
N 1.237 0.316 2.555
C 1.020 -0.870 3.155
C -0.314 -1.938 2.257
O -0.592 -2.844 2.985
O -0.589 -1.471 1.164
H 7.133 3.725 4.302
H 6.000 5.052 4.066
H 7.112 4.612 2.774
H 5.389 2.055 4.806
H 3.668 0.509 3.937
H 3.581 2.664 0.253
H 5.310 4.220 1.122
H 0.482 -0.798 4.096
H 1.797 -1.635 3.113
C -3.871 2.976 1.763
O -2.621 3.328 2.368
P -1.461 2.216 2.429
O -1.726 1.406 3.765
C -1.718 2.057 5.045
O -0.225 3.126 2.834
C 0.534 3.766 1.796
H -4.527 3.834 1.889
H -4.314 2.107 2.252
H -3.730 2.766 0.704
H -2.092 1.330 5.760
H -2.364 2.934 5.034
H -0.702 2.349 5.304
H 1.412 4.190 2.275
H -0.056 4.552 1.325
H 0.844 3.032 1.049
C -2.083 -6.970 0.718
C -1.568 -5.676 0.150
C -0.213 -5.405 0.099
C 0.285 -4.211 -0.418
C 1.776 -3.981 -0.325
C -0.630 -3.276 -0.909
Te 0.292 -1.518 -1.689
N -0.885 0.064 -1.309
C -0.420 0.971 -2.212
O 0.468 0.701 -3.032
C -1.046 2.334 -2.223
C -0.221 3.430 -2.440
C -0.757 4.709 -2.463
C -2.124 4.893 -2.305
C -2.953 3.795 -2.116
C -2.415 2.518 -2.062
C -0.220 -2.035 -3.696
C 0.729 -2.924 -4.204
C 0.624 -3.448 -5.480
C -0.452 -3.078 -6.270
C -1.386 -2.189 -5.771
C -1.298 -1.643 -4.489
C -2.350 -0.635 -4.110
C -2.009 -3.513 -0.860
C -3.024 -2.529 -1.367
C -2.449 -4.716 -0.332
H -1.291 -7.525 1.217
H -2.494 -7.603 -0.071
H -2.880 -6.785 1.440
H 0.490 -6.132 0.491
H 2.281 -4.930 -0.151
H 2.016 -3.308 0.502
H 2.215 -3.547 -1.222
H 0.838 3.263 -2.588
H -0.109 5.562 -2.617
H -2.545 5.889 -2.338
H -4.022 3.936 -2.010
H -3.054 1.659 -1.896
H 1.579 -3.214 -3.596
H 1.376 -4.134 -5.848
H -0.562 -3.475 -7.271
H -2.224 -1.894 -6.393
H -2.097 0.334 -4.550
H -2.444 -0.497 -3.038
H -3.318 -0.936 -4.512
H -2.731 -1.506 -1.149
H -3.991 -2.710 -0.898
H -3.152 -2.635 -2.446
H -3.517 -4.900 -0.281
```

No. 3
C35H41Cl2N2OP3Zr | ωB97M-V/def2-TZVPD

Output
HOMO energy ... -12.545 eV
Gap between HOMO and LUMO ... 5.10 eV
Charge ... +2

```
85
C35H41Cl2N2OP3Zr, DFT ωB97M-V/def2-TZVPD
P -2.569 -1.438 0.333
C -3.833 -1.425 1.671
C -5.019 -0.674 1.619
H -5.161 0.070 0.834
C -6.020 -0.899 2.567
H -6.961 -0.355 2.479
C -5.829 -1.820 3.599
H -6.635 -2.030 4.305
C -4.598 -2.478 3.716
H -4.422 -3.173 4.537
C -3.593 -2.267 2.776
H -2.620 -2.757 2.868
C -3.159 -0.043 -0.723
C -2.756 1.258 -0.359
H -1.983 1.379 0.405
C -3.347 2.367 -0.956
H -3.045 3.366 -0.637
C -4.331 2.200 -1.937
H -4.839 3.069 -2.357
C -4.662 0.913 -2.366
H -5.409 0.768 -3.147
C -4.060 -0.205 -1.787
H -4.301 -1.208 -2.147
C -3.144 -2.879 -0.655
C -4.402 -3.481 -0.488
H -5.033 -3.207 0.359
C -4.851 -4.423 -1.416
H -5.850 -4.845 -1.304
C -4.036 -4.809 -2.483
H -4.412 -5.503 -3.238
C -2.736 -4.297 -2.580
H -2.079 -4.618 -3.388
C -2.275 -3.361 -1.656
H -1.245 -2.994 -1.695
Zr 2.554 0.190 1.479
C 2.886 0.977 -0.715
C 1.889 1.080 -1.600
H 3.889 1.366 -0.933
C 0.485 0.641 -1.206
O 0.065 -0.393 -2.121
H -0.872 -0.613 -1.934
C 0.546 0.126 0.180
H -0.237 1.481 -1.263
C 0.334 -0.470 1.262
Cl 4.451 1.783 1.650
Cl 2.066 -0.317 3.822
P 1.563 2.611 2.299
C 2.370 3.317 3.777
H 3.361 3.706 3.516
H 2.483 2.526 4.531
H 1.730 4.117 4.173
C 1.768 3.909 1.043
H 1.347 3.560 0.090
H 2.839 4.100 0.893
H 1.257 4.822 1.369
C -0.190 2.649 2.773
H -0.384 1.826 3.470
H -0.829 2.523 1.894
H -0.401 3.608 3.258
P 2.200 1.618 -3.298
C 3.790 2.419 -3.320
C 0.940 2.814 -3.725
H 4.566 1.762 -2.902
H 3.751 3.354 -2.741
H 4.016 2.645 -4.373
H -0.061 2.374 -3.630
H 1.129 3.107 -4.768
H 1.026 3.696 -3.074
C 2.127 0.210 -4.378
H 3.118 -0.251 -4.459
H 1.796 0.550 -5.367
H 1.416 -0.518 -3.970
H -0.321 -1.075 1.877
N 9.625 -2.426 2.032
C 8.469 -2.267 1.899
C 7.056 -2.026 1.734
C 6.174 -2.126 2.807
C 4.830 -1.829 2.622
N 4.355 -1.304 1.464
C 5.183 -1.321 0.384
C 6.527 -1.669 0.489
H 6.516 -2.419 3.794
H 4.107 -1.990 3.421
H 4.747 -1.020 -0.578
H 7.165 -1.634 -0.392
```

Relative energy (zero: lowest compared OMol25 entry of this formula, charge and spin), respectively: 1.9; 0.0; 0.0 kcal/mol.
F_max, respectively: 1.7; 0.4; 4.5 eV/A.
M, respectively: 816.50; 1005.33; 760.78 g mol⁻¹.